Below is C2H3N5O4S as an isolated structure, with properties calculated with the ωB97M-V functional and the def2-TZVPD basis.

Last column: Mulliken charge in e.
Cartesian coordinates (Å):
1 N 2.94380 0.19554 -0.03874  -0.9529
2 H 2.73724 1.90211 -1.21328  0.4293
3 N 1.01153 0.72698 -0.97138  -0.6294
4 N -2.74275 1.41661 0.61869  1.1246
5 H 2.06259 -1.44922 0.93809  0.2963
6 N 2.06333 -0.64937 0.29626  0.5099
7 C 0.87500 -0.36128 -0.26305  0.3351
8 H -3.39906 1.68285 -1.11617  0.3554
9 S -0.31779 -1.70378 0.19577  1.1629
10 C 2.25775 1.03428 -0.75800  -0.0348
11 O -1.60013 -0.97811 0.50085  -0.7155
12 O 0.27303 -2.17907 1.43484  -0.6957
13 O -2.24065 0.91597 1.49022  -0.1831
14 N -3.33158 1.99605 -0.16970  -0.3861
15 O -0.59231 -2.54957 -0.94440  -0.6161

As for the max |F|: 4.4 eV Å⁻¹. The energy is -28591.210 eV. The value obtained for the orbital gap (spin up / spin down) is 6.184 / 6.186 eV.


Below is a 2-piece molecular cluster, C2H8BN overall, with properties calculated with the ωB97M-V functional and the def2-TZVPD basis.

Last column: Mulliken charge in e.
Cartesian coordinates (Å):
1 H -2.00544 0.61504 -0.45921  0.2904
2 H 0.72918 1.43956 -0.97738  0.2906
3 H 2.70065 -0.84369 -0.21945  -0.1327
4 N -0.04944 -0.22428 -0.09198  0.2402
5 H 1.77377 0.87250 0.15408  0.3608
6 H -2.01972 -1.12484 -0.13048  0.3419
7 B 0.62756 -1.35588 0.02629  -0.1650
8 H -1.65242 -0.04079 1.13507  0.3465
9 H 0.37866 -2.40645 0.26879  -0.0475
10 C -1.48840 -0.23510 0.10162  -0.8559
11 C 0.72424 1.04568 -0.01681  -0.9743
12 H 0.22677 1.56098 0.77029  0.3048

As for the max |F|: 4.4 eV Å⁻¹. The energy is -4366.727 eV. The value obtained for the orbital gap is 8.925 eV.


Below is one molecule with the formula C2H4N2OS, with properties calculated with the ωB97M-V functional and the def2-TZVPD basis.

Last column: Mulliken charge in e.
Cartesian coordinates (Å):
1 C -0.58494 0.88685 0.04121  0.8186
2 H 1.33967 1.56424 0.15251  0.1429
3 N 0.36186 1.82364 0.11532  -0.3250
4 S 1.55375 -0.94024 -0.09022  -0.3490
5 O -1.00194 -1.47846 -0.06373  -0.5036
6 C -0.05289 -0.55265 -0.03313  0.0972
7 H -1.83244 -0.94296 -0.03634  0.4078
8 H 0.18932 2.80380 0.03581  0.2235
9 H -2.24011 1.87143 0.37632  0.2311
10 N -1.85813 0.97205 0.08135  -0.7435

The SMILES is [H]/N=C(\N)C(O)=S. As for the max |F|: 1.4 eV Å⁻¹. The energy is -18001.726 eV. The value obtained for the orbital gap is 8.731 eV.


Below is C25H32FLuO2 as an isolated structure, with properties calculated with the ωB97M-V functional and the def2-TZVPD basis.

Last column: Mulliken charge in e.
Cartesian coordinates (Å):
1 H 0.91917 1.31396 6.44929  0.4114
2 C -2.20811 -0.03271 3.03363  -0.6894
3 C 1.63943 -1.82449 2.03986  -0.9070
4 H -1.09625 -2.74601 -5.47839  0.3815
5 C 1.27138 -2.19064 -4.13188  -1.6947
6 H -1.27333 0.92458 -3.45610  0.2943
7 H -0.80180 3.99331 -0.82327  0.3858
8 H 0.53952 1.01229 -3.23146  0.1702
9 C 1.03769 1.41698 5.37141  -0.8008
10 C -0.15106 -0.22417 -4.90633  -0.9908
11 C 0.68938 -2.47699 2.87320  -0.3177
12 C -2.41845 -1.43455 3.00447  -0.5572
13 H 1.32467 0.63870 -1.50905  0.0263
14 C 1.22871 1.55070 -0.88035  -0.0103
15 H -0.76215 1.15983 -1.48125  -0.0927
16 C -0.26114 1.91406 -0.88258  0.5697
17 H -3.27350 -0.48767 -0.11044  0.5751
18 C -1.24966 -2.39221 -4.44285  -1.7135
19 O -0.31286 -0.85918 -2.71219  -0.2633
20 H 2.40169 -1.12096 2.37316  0.6381
21 C -0.31357 0.38411 -3.53838  -0.2654
22 C 1.97518 2.59843 3.44890  -0.8358
23 H 1.44412 1.81624 1.52184  0.0546
24 H -3.21824 -2.76409 1.36229  0.4400
25 H -0.71897 1.95997 0.11166  0.0111
26 H -1.84682 0.53371 3.88552  0.7841
27 H -0.08908 -0.37354 4.89798  0.3816
28 H -1.00109 -3.86960 2.38213  0.6024
29 C 1.11487 3.78872 -1.80960  -0.5141
30 C 1.40716 -2.22956 0.68806  -0.6102
31 C -0.08823 -1.50406 -4.02832  1.5527
32 H 1.25766 4.05978 -2.89171  0.2473
33 C -2.93372 -0.56970 0.91743  -0.8262
34 H -1.05759 -0.14171 -5.52653  0.3234
35 H 1.62831 1.27507 0.11717  0.5983
36 H 2.60528 3.39477 3.03923  0.4568
37 H 1.30942 -3.05074 -3.44930  0.3402
38 H 0.65095 -2.42223 3.96006  0.5351
39 C -2.88638 -1.77367 1.69603  -0.7056
40 H -0.07870 -3.67801 -0.17561  0.5284
41 H -1.33369 -3.25631 -3.77487  0.3549
42 F 2.31868 3.40349 5.65725  -0.3537
43 H -2.18552 -1.81116 -4.40920  0.3890
44 O 1.99843 2.66929 -1.40655  -0.5886
45 H -2.24469 -2.12558 3.83969  0.5144
46 H 1.99797 -1.95188 -0.18866  0.5629
47 C 0.46793 0.47128 4.48278  -0.0938
48 C 0.28131 -3.11907 0.69124  -0.5132
49 C 1.31836 1.67974 2.59582  -0.3352
50 H 0.74858 0.11008 -5.44458  0.3143
51 C -2.54336 0.51615 1.76423  -0.6152
52 Lu -0.52573 -0.89591 1.32102  1.2357
53 H 1.40130 4.72477 -1.23588  0.3118
54 C 0.58454 0.63877 3.11395  0.1937
55 H -2.52963 1.57405 1.52112  0.5973
56 C -0.16307 -3.25640 2.04762  -0.9544
57 H 2.09327 -1.47222 -3.97187  0.3639
58 H -0.95180 3.34707 -2.44577  0.2674
59 C -0.33459 3.32623 -1.53682  -0.8367
60 H 1.41573 -2.59663 -5.14423  0.4044
61 C 1.78206 2.45554 4.81597  0.2675

As for the max |F|: 2.9 eV Å⁻¹. The energy is -66873.784 eV. The value obtained for the orbital gap is 7.940 eV.


Below is a 2-piece molecular cluster, C5H11PSi2 overall, with properties calculated with the ωB97M-V functional and the def2-TZVPD basis.

Last column: Mulliken charge in e.
Cartesian coordinates (Å):
1 Si 3.66619 1.13981 0.58267  0.3252
2 P 0.32405 -0.39210 -0.39410  0.0075
3 C -0.91642 0.63373 -1.20740  -0.4469
4 H 0.59917 -1.99979 -2.75217  -0.0993
5 H 3.34321 2.10875 1.56215  -0.0858
6 H -2.05942 -0.04329 2.56845  0.3401
7 H 4.72737 0.28974 1.12177  -0.0925
8 C -1.68731 0.01378 1.58417  -0.2867
9 H -2.40656 2.04322 -1.09651  0.3429
10 C -2.32366 0.98086 0.80028  -0.2054
11 H -1.43454 -2.62648 -1.68315  -0.1002
12 H 3.85560 1.38376 -0.73438  -0.0985
13 H -3.08670 1.48945 1.33826  0.3438
14 C -1.97323 1.28425 -0.51061  -0.3556
15 H 0.15030 -1.17425 1.86304  0.3327
16 C -0.59597 -0.67900 1.18569  -0.4946
17 Si -0.02925 -2.35089 -1.47635  0.4286
18 H -0.61115 1.10040 -2.21892  0.2761
19 H 0.45829 -3.20196 -0.53287  -0.1315

As for the max |F|: 3.1 eV Å⁻¹. The energy is -30401.743 eV. The value obtained for the orbital gap (spin up / spin down) is 6.592 / 6.145 eV.


Below is C16H23BNO5RhS2 as an isolated structure, with properties calculated with the ωB97M-V functional and the def2-TZVPD basis.

Last column: Mulliken charge in e.
Cartesian coordinates (Å):
1 H 0.16807 -3.44875 -1.80170  0.4236
2 C -0.60057 3.53310 -0.95513  -1.9005
3 H 5.96022 -1.60169 -1.49484  0.3662
4 O -0.19021 -0.11067 4.54961  -0.6444
5 H 2.04826 0.12646 -1.75959  0.4465
6 C 2.23955 -0.10315 3.59176  -0.8865
7 H -1.29523 4.37033 -1.03062  0.3579
8 H -1.90638 1.25955 -3.19673  0.3368
9 B -1.01572 0.16562 -0.42170  0.5721
10 C 3.32032 -1.94343 0.59967  -0.0160
11 O -2.32409 0.44066 -0.21433  -0.4561
12 H -4.67974 1.70239 -0.59366  0.4536
13 O 0.34978 -1.74323 2.80715  -0.6495
14 H -2.74269 3.63943 0.67631  0.3362
15 C -1.27016 2.23175 -1.36735  1.5279
16 H 4.31399 -0.19127 -2.68910  0.4014
17 N -0.52098 -3.05671 0.15088  0.0991
18 H 2.58849 -0.89723 4.24687  0.3144
19 H -0.55495 2.37979 -3.37789  0.4953
20 S -1.79909 -4.79022 -1.18830  -0.1487
21 O -0.34385 1.15385 -1.08769  -0.1849
22 C -1.50929 2.22252 -2.87585  -2.0909
23 C 2.76052 -0.50948 -1.24630  -0.2660
24 H 3.04326 -2.45567 1.51597  0.4531
25 H 2.74909 -0.12794 2.63180  0.2142
26 C -2.61883 2.56684 0.82099  -1.8198
27 C -3.86084 1.97136 -1.26030  -1.8513
28 C 4.60454 -2.09767 0.09132  -0.5751
29 C -2.33646 -4.42802 0.40256  -0.2326
30 O 0.13608 0.57704 2.20293  -0.6283
31 H 0.24142 3.72295 -1.62066  0.4425
32 H -0.22059 3.46066 0.06234  0.3671
33 C -2.54072 1.84154 -0.51836  1.8293
34 H 2.34993 0.86812 4.06738  0.3693
35 H -2.19456 3.01537 -3.17528  0.4037
36 H -3.89915 1.31271 -2.12582  0.3466
37 C -0.54138 -3.64302 -1.01208  -0.3499
38 C 4.96349 -1.47007 -1.09314  -0.4515
39 H -1.72273 2.37093 1.41056  0.2440
40 Rh 0.40618 -1.08718 0.61461  0.1265
41 H -3.47515 2.18919 1.37953  0.5121
42 H -4.00387 3.00246 -1.58558  0.3546
43 C 2.39866 -1.14554 -0.06503  0.0818
44 C 4.03989 -0.67768 -1.76088  -0.4648
45 S 0.49072 -0.35142 3.31179  1.2238
46 H 5.32160 -2.71150 0.62157  0.3771
47 H -3.18622 -4.93369 0.82838  0.4331
48 C -1.53358 -3.49529 0.96503  -0.7504
49 H -1.60702 -3.10412 1.96889  0.4570

As for the max |F|: 2.5 eV Å⁻¹. The energy is -54048.289 eV. The value obtained for the orbital gap (spin up / spin down) is 7.635 / 7.627 eV.


Repeat the second record exactly.
Below is a 2-piece molecular cluster, C2H8BN overall, with properties calculated with the ωB97M-V functional and the def2-TZVPD basis.

Last column: Mulliken charge in e.
Cartesian coordinates (Å):
1 H -2.00544 0.61504 -0.45921  0.2904
2 H 0.72918 1.43956 -0.97738  0.2906
3 H 2.70065 -0.84369 -0.21945  -0.1327
4 N -0.04944 -0.22428 -0.09198  0.2402
5 H 1.77377 0.87250 0.15408  0.3608
6 H -2.01972 -1.12484 -0.13048  0.3419
7 B 0.62756 -1.35588 0.02629  -0.1650
8 H -1.65242 -0.04079 1.13507  0.3465
9 H 0.37866 -2.40645 0.26879  -0.0475
10 C -1.48840 -0.23510 0.10162  -0.8559
11 C 0.72424 1.04568 -0.01681  -0.9743
12 H 0.22677 1.56098 0.77029  0.3048

As for the max |F|: 4.4 eV Å⁻¹. The energy is -4366.727 eV. The value obtained for the orbital gap is 8.925 eV.